--- 1 ---
The following is a DFT calculation (ωB97M-V/def2-TZVPD) of C36H35ClMnN2O5P2 as an isolated structure.

```
82
Properties=species:S:1:pos:R:3:lowdin_spin:R:1
Mn 0.41021 -0.19682 0.03326 4.62
Cl 1.21584 5.80186 1.02861 0.00
P 0.46056 0.32237 -2.79387 0.05
P 2.58755 -0.47325 1.53264 0.04
O -0.21548 -2.78540 -0.23567 0.06
O -1.29380 3.62152 4.26652 0.00
O -0.91564 0.05157 1.56722 0.06
O -1.37009 1.13031 3.46883 0.01
O -0.54709 5.53981 3.45128 0.00
N 0.99124 3.26904 0.28129 0.00
N 0.46650 2.07436 0.61982 0.03
C -3.65569 0.12532 -3.08304 0.00
C 1.80828 3.43085 -0.88364 0.00
C 0.65189 4.21195 1.18624 0.00
C 1.04292 1.21180 -4.28282 0.01
C 0.44931 -3.76017 -2.85001 0.00
C 0.51902 -1.40323 -3.41675 0.00
C 2.11851 2.46518 -6.53588 0.00
C 0.67079 -1.73597 -4.76027 0.00
C -0.88761 1.05594 2.33678 0.01
C 2.38540 -3.28794 1.87791 0.00
C -0.11906 3.61975 2.16695 0.00
C 0.62476 -4.08486 -4.18516 0.00
C 4.16529 -0.55820 0.59281 0.01
C 2.87035 0.87388 2.74750 0.01
C -0.67141 4.34288 3.35952 0.00
C 3.42018 3.76980 -3.09201 0.00
C -2.31176 -0.20950 -3.19500 0.00
C 0.24041 1.99894 -5.10051 0.00
C -1.71918 1.90511 -2.21914 0.00
C 3.02596 2.77454 -0.94189 0.00
C 0.38757 -2.42458 -2.47079 0.01
C -3.05944 2.24415 -2.11912 0.00
C 1.37792 4.24524 -1.91680 0.00
C 3.83403 2.94404 -2.05430 0.00
C 4.18837 0.83909 3.51690 0.00
C 2.57795 -1.95896 2.60764 0.00
C -4.03078 1.34988 -2.55010 0.00
C 2.19383 4.41318 -3.02648 0.00
C 0.77935 2.63175 -6.21523 0.00
C 0.73097 -3.07197 -5.13386 0.00
C -1.33079 0.68010 -2.76977 0.01
C 4.04702 -1.35978 -0.70868 0.00
C 2.39451 1.06722 -4.60223 0.00
C -0.20403 2.27097 1.74603 0.01
C 2.92708 1.67447 -5.72699 0.00
C 0.24854 -1.97903 -1.04711 0.02
H 3.03318 0.46311 -3.96217 0.00
H 4.96380 -0.94164 1.23205 0.00
H 0.75389 -0.96625 -5.51673 0.00
H 2.01937 0.83340 3.43442 0.00
H 2.27672 -4.09608 2.60255 0.00
H 1.86698 5.04402 -3.84346 0.00
H 1.74367 -1.79507 3.29538 0.00
H 3.97434 1.54009 -5.96970 0.00
H 0.34616 -4.52414 -2.08774 0.00
H -1.34183 2.64189 4.02270 0.00
H -2.02998 -1.16984 -3.60843 0.00
H -5.07991 1.60397 -2.45890 0.00
H 2.77047 1.81998 2.20955 0.00
H 4.78897 2.43617 -2.11019 0.00
H 1.49292 -3.27414 1.25593 0.00
H -0.81179 2.12243 -4.86943 0.00
H 3.96383 -2.42865 -0.52302 0.00
H 4.43191 0.47379 0.34657 0.00
H 3.24296 -3.52748 1.24969 0.00
H 0.14358 3.24390 -6.84354 0.00
H 4.22715 1.65931 4.23520 0.00
H 4.92187 -1.19900 -1.34153 0.00
H 3.49241 -1.97702 3.20465 0.00
H 4.05050 3.90094 -3.96266 0.00
H 0.67273 -5.12155 -4.49427 0.00
H -0.95833 2.59266 -1.86328 0.00
H 2.53119 2.94568 -7.41471 0.00
H -3.34739 3.19593 -1.68979 0.00
H 3.15969 -1.05637 -1.27201 0.00
H 0.42046 4.74737 -1.84647 0.00
H 5.04471 0.94427 2.84751 0.00
H 3.32785 2.15443 -0.10844 0.00
H 4.30837 -0.09231 4.07384 0.00
H -4.41192 -0.57814 -3.40869 0.00
H 0.86295 -3.32578 -6.17916 0.00
```

Calculated values
Highest occupied orbital energy (spin up / spin down): -6.9 / -7.7 eV
Multiplicity: 6
⟨S²⟩: 8.763
LUMO level (spin up / spin down): 0.01148 / 0.00326 Eh

--- 2 ---
The following is a DFT calculation (ωB97M-V/def2-TZVPD) of C36H35ClMnN2O5P2 as an isolated structure.

```
82
Properties=species:S:1:pos:R:3:lowdin_spin:R:1
Mn 0.77672 -1.45684 -0.24162 4.39
Cl -5.61023 -1.03488 -0.50229 0.00
P 0.41258 -1.85499 2.29025 0.04
P 1.06374 0.94332 -1.00460 0.02
O -3.86506 -5.27884 -1.12316 0.00
O -1.28718 -4.95486 -0.74556 0.01
O -5.62864 -3.94339 -1.15953 0.00
O 0.14225 -3.26569 -0.97632 0.05
O 2.78171 -2.34092 -0.48045 0.08
N -1.80613 -1.49294 -0.48748 0.03
N -2.96591 -0.80755 -0.42307 0.00
C -1.64147 -2.55134 4.16868 0.00
C 4.98539 0.10066 -0.55112 0.06
C 0.23849 -0.18179 -5.40035 0.00
C 3.49087 2.45094 -0.94188 0.00
C 2.95103 -3.01407 2.87257 0.00
C -0.18006 3.36615 -1.81016 0.00
C -2.51495 1.05035 1.08430 0.00
C -3.59285 2.81697 -0.77398 0.00
C -3.13315 3.28659 0.44858 0.00
C 1.79625 0.49134 -3.69245 0.01
C -1.01610 -3.75317 -0.84110 0.01
C 0.63800 -0.37546 3.34770 0.01
C 4.87077 2.50752 -0.81267 0.10
C 0.76242 0.55176 -2.76272 0.01
C 0.18078 4.52599 0.68950 0.00
C -4.02416 -1.63194 -0.59285 0.00
C -0.36057 5.27271 -0.35010 0.00
C -0.79865 -0.12211 -4.47823 0.00
C -2.14152 -2.75124 -0.72055 0.00
C -0.53602 0.23367 -3.16474 0.01
C 1.53274 0.12318 -5.00575 0.00
C 1.44040 -3.18178 3.02215 0.01
C 0.53252 3.20262 0.47896 0.00
C 0.36886 2.61536 -0.77624 0.00
C -1.27739 -2.44721 2.68973 0.01
C -2.98898 0.59406 -0.13274 0.00
C -2.59092 2.40506 1.37213 0.00
C -3.54916 -2.91129 -0.80179 0.00
C 5.60435 1.32363 -0.61452 0.00
C 3.57121 0.03002 -0.67207 0.02
C 2.76704 -1.10236 -0.46968 0.03
C -3.52043 1.46519 -1.07057 0.00
C -0.54899 4.68914 -1.59372 0.00
C -4.43775 -4.09622 -1.04050 0.00
C 2.83174 1.23160 -0.86254 0.09
C 1.87917 0.44965 2.99856 0.01
H -0.96182 -3.20732 4.71502 0.00
H -0.26212 0.23213 3.20547 0.00
H 3.45966 -3.90504 3.24310 0.00
H 1.16756 -3.28744 4.07515 0.00
H -2.22713 2.77241 2.32307 0.00
H 6.68235 1.37879 -0.52168 0.00
H -1.80988 -0.36665 -4.77874 0.00
H 1.11669 -4.09591 2.51731 0.00
H 1.83592 1.43130 3.47455 0.00
H 2.80885 0.72782 -3.38982 0.00
H -0.30277 2.92875 -2.79380 0.00
H 0.64327 -0.67576 4.39867 0.00
H 1.97927 0.59974 1.92003 0.01
H -1.98399 -1.80025 2.16728 0.00
H -4.01007 3.50276 -1.50034 0.00
H 0.33151 4.97512 1.66353 0.00
H 2.79418 -0.03445 3.33515 0.00
H -2.64620 -2.96105 4.28249 0.00
H -3.19188 4.34272 0.67900 0.00
H -3.88215 1.08119 -2.01619 0.00
H 5.55593 -0.80743 -0.40249 0.00
H 3.23427 -2.87415 1.83100 0.00
H -1.34561 0.26456 -2.44462 0.00
H 2.34471 0.07422 -5.72025 0.00
H -1.36768 -3.42087 2.19814 0.00
H 3.32293 -2.16825 3.45017 0.00
H -0.96766 5.26757 -2.40807 0.00
H 5.38036 3.46043 -0.86463 0.01
H 0.03764 -0.47428 -6.42351 0.00
H -0.63405 6.30845 -0.18958 0.00
H -2.86056 -5.21195 -1.06424 0.00
H -2.10800 0.34994 1.80178 0.00
H -1.63076 -1.57441 4.65635 0.00
H 2.92542 3.36300 -1.09604 0.00
H 0.96907 2.62776 1.29075 0.00
```

Calculated values
Highest occupied orbital energy (spin up / spin down): -5.9 / -7.8 eV
Multiplicity: 6
⟨S²⟩: 9.033
LUMO level (spin up / spin down): -0.00419 / -0.00807 Eh

Result of the stability comparison: 1 is the most stable of them.

--- 1 ---
The following is a DFT calculation (ωB97M-V/def2-TZVPD) of C5H3N3 in the gas phase.

```
11
Properties=species:S:1:pos:R:3:mulliken_charge:R:1
N 2.37750 -0.01972 -0.17181 -0.37
N 1.75731 -1.31978 -0.13173 -0.27
N -3.01571 -0.86120 -0.12823 -0.41
C -2.16844 -0.01198 -0.09544 0.20
C 1.34890 0.80998 -0.05611 -0.42
C 0.44520 -1.33204 0.25429 -0.32
C 0.07536 0.19747 0.30278 0.65
C -1.02812 0.90304 -0.02246 -0.32
H -1.18862 1.99496 0.02966 0.36
H 1.53657 1.79946 0.04018 0.48
H -0.13996 -2.16019 -0.02112 0.41
```

Calculated values
Highest occupied orbital energy: -10.4 eV
Structure (SMILES): N#CC=C1C=NN=C1
LUMO level: -0.07546 Eh

--- 2 ---
The following is a DFT calculation (ωB97M-V/def2-TZVPD) of C5H3N3 in the gas phase.

```
11
Properties=species:S:1:pos:R:3:mulliken_charge:R:1
N 1.36000 -1.28326 -0.08116 -0.46
N 2.45586 -0.28755 -0.04218 -0.38
N -0.72800 1.32754 -0.12950 -0.56
C 0.20974 -0.74569 -0.15969 0.74
C 1.83710 0.87942 0.06032 -0.24
C 0.33385 0.73668 -0.13430 0.63
C -1.20958 -1.03304 -0.05858 -0.46
C -1.85268 0.12788 -0.05875 -0.21
H -1.85933 -1.98553 0.22753 0.28
H 2.36233 1.90735 0.03159 0.34
H -2.90930 0.35618 0.34472 0.32
```

Calculated values
Highest occupied orbital energy: -9.8 eV
Structure (SMILES): C1=NC2=CN=NC2=C1
LUMO level: -0.06005 Eh

Result of the stability comparison: 1 is the most stable of them.

--- 1 ---
The following is a DFT calculation (ωB97M-V/def2-TZVPD) of a 2-piece molecular cluster, C4H9N2O2 overall.

```
17
Properties=species:S:1:pos:R:3:mulliken_charge:R:1
O 2.78990 1.09305 1.38681 -0.76
O 1.34615 2.54966 0.43330 -0.75
N 1.19801 0.30390 -0.02817 -0.55
N -1.73641 -1.46552 0.09669 -0.72
C -0.20509 0.43603 -0.41055 0.35
C -0.41769 -0.14208 -1.80924 -1.45
C 1.83524 1.41847 0.65482 0.60
C -1.08224 -0.38834 0.61443 0.21
H -1.47951 -0.04077 -2.07434 0.34
H -0.21267 -0.92695 1.34773 -0.70
H -0.17598 -1.20019 -1.76841 0.27
H -1.63750 0.28876 1.26766 0.35
H -0.49944 1.49512 -0.36619 0.43
H 1.38114 -0.52502 0.50573 0.29
H -1.64289 -2.30948 0.64525 0.19
H 0.31063 -0.96593 2.03624 0.48
H 0.22834 0.37929 -2.53176 0.41
```

Calculated values
Highest occupied orbital energy: -4.3 eV
LUMO level: 0.08706 Eh
Net charge: -1

--- 2 ---
The following is a DFT calculation (ωB97M-V/def2-TZVPD) of a 2-piece molecular cluster, C4H9N2O2 overall.

```
17
Properties=species:S:1:pos:R:3:mulliken_charge:R:1
O 0.49065 0.98318 3.38824 -1.00
O -0.98138 1.34728 -2.56168 -0.69
N 0.15037 1.44453 -0.33669 -0.22
N 0.18051 -1.83847 -0.19357 -0.50
C 0.08981 0.60743 0.61079 -0.01
C 0.51653 -0.85236 0.74494 -0.28
C -1.18459 1.32291 -1.28466 -0.46
C 0.35507 -1.42938 -1.57052 -0.57
H 0.56527 -2.32123 -2.13363 0.29
H 1.26880 -0.82514 -1.47443 0.34
H -1.82038 2.14409 -0.89951 0.34
H 0.16065 -1.12306 1.76199 0.36
H -0.47054 -0.82649 -2.00372 0.15
H -0.03593 1.03843 1.65715 0.50
H -1.64529 0.37209 -0.93027 0.35
H 1.62292 -0.71376 0.96254 0.26
H 0.73753 0.66996 4.26304 0.13
```

Calculated values
Highest occupied orbital energy: -4.1 eV
LUMO level: 0.03546 Eh
Net charge: -1

Result of the stability comparison: 1 is the most stable of them.